Record 1
35
Properties=species:S:1:pos:R:3:forces:R:3:lowdin_charge:R:1 method="wB97M-V/def2-TZVPD" orbital_gap_ev=2.444 total_charge=+2
Hf -16.294840 -16.512490 -9.178880 -3.94 -9.94 2.92 2.38
F -16.971290 -18.774490 -9.488490 1.51 4.37 0.58 -0.43
F -16.329940 -17.269540 -6.990510 0.87 2.39 -5.34 -0.45
O -20.197700 -20.599300 -12.308900 -1.81 0.05 -3.58 0.10
O -18.738850 -16.874600 -8.491610 4.61 0.98 -1.13 -0.11
O -15.326940 -17.371650 -11.243710 -1.79 8.38 8.93 -0.09
O -14.257600 -22.383010 -8.973760 -0.58 -0.53 0.86 0.02
N -16.383500 -22.189320 -9.542520 -1.82 0.68 0.32 0.18
N -20.093460 -20.140370 -10.222780 -0.51 1.42 4.25 0.17
N -15.100560 -17.836570 -13.361840 0.26 -0.09 -1.77 0.26
N -18.190540 -20.467050 -11.383420 1.89 0.45 0.27 0.15
N -20.711740 -15.756740 -8.271910 1.12 0.72 -0.50 0.22
N -20.668170 -17.919180 -8.328290 -0.81 -4.96 0.30 0.23
N -15.406160 -20.822060 -7.993160 -2.27 4.59 2.85 0.18
N -15.034720 -19.388750 -11.820490 0.75 -3.91 1.19 0.25
C -15.082430 -18.151740 -12.104900 -0.67 -2.07 -3.98 -0.76
C -15.368460 -21.860060 -8.740550 4.90 -3.50 -3.90 -0.73
C -19.983250 -16.861330 -8.399200 -1.00 3.26 0.23 -0.68
C -19.540790 -20.333000 -11.365240 1.37 -1.79 -2.46 -0.79
H -20.202270 -14.920870 -8.520630 -1.06 0.40 0.16 0.13
H -21.082540 -19.936380 -10.236970 0.27 -0.49 0.54 0.13
H -15.155860 -18.702580 -13.878640 0.21 1.02 -1.43 0.15
H -21.674150 -17.995760 -8.375600 0.21 0.17 0.21 0.16
H -16.301670 -23.001980 -10.136640 -0.08 0.30 0.16 0.13
H -15.194240 -16.898530 -13.724330 -0.07 -0.39 -0.16 0.16
H -17.769840 -20.541150 -12.298640 -0.36 -0.16 0.11 0.11
H -21.709610 -15.912550 -8.262380 0.08 1.10 -0.01 0.14
H -16.237400 -20.252730 -8.063900 0.08 0.07 0.54 0.07
H -17.650010 -19.934350 -10.716970 -0.03 0.05 -0.28 0.02
H -14.884180 -19.615180 -10.847780 -0.21 -0.71 -0.13 0.14
H -20.126260 -18.765290 -8.225660 -0.48 -0.09 -0.14 0.12
H -14.715740 -20.504910 -7.327700 0.17 -0.74 -0.38 0.14
H -17.185130 -21.574950 -9.535900 -0.20 -0.90 -0.38 0.06
H -15.012590 -20.089110 -12.547890 0.42 -0.29 0.52 0.16
H -19.448180 -20.278740 -9.458200 -1.05 0.17 0.58 0.10

---

Record 2
24
Properties=species:S:1:pos:R:3:forces:R:3:nbo_charge:R:1 method="wB97M-V/def2-TZVPD" orbital_gap_ev=8.905
O 0.065531 3.162644 -1.497610 -0.05 0.66 -0.22 -0.94
O -0.430686 0.919829 3.967499 -0.24 -0.17 -0.30 -0.93
N -0.485214 -1.070067 -0.887862 -0.63 0.13 1.09 -0.44
N 2.145064 -0.190743 -0.647712 0.44 0.42 1.16 -0.84
C -1.187132 0.227726 -0.935017 0.73 -0.85 0.33 -0.41
C 1.543394 -0.700234 0.570638 -0.05 -0.87 -0.28 -0.22
C 0.065730 -1.266831 0.448952 0.62 0.43 0.46 -0.24
C -1.381951 -2.130605 -1.310854 -0.60 -0.13 -0.97 -0.41
H -0.051184 -2.313091 0.733477 0.57 -0.11 -0.22 0.20
H 0.386887 3.778944 -2.172159 0.13 -0.34 0.07 0.47
H -2.449052 -1.927443 -1.124476 0.10 0.13 0.28 0.17
H -0.939199 0.622623 3.200572 0.05 -0.06 0.23 0.47
H -1.527963 0.407728 -1.949590 -0.17 0.24 0.03 0.20
H 2.127865 -0.834143 -1.416157 -0.38 0.08 -0.23 0.37
H -0.601962 3.702025 -1.055800 -0.02 -0.24 0.14 0.47
H -1.305445 -2.238978 -2.398952 -0.03 0.01 0.01 0.19
H 0.020182 1.699145 3.639730 0.19 0.22 0.04 0.47
H -1.193635 -3.123985 -0.907295 0.45 0.18 0.28 0.20
H 1.569084 0.072955 1.336766 -0.07 0.23 -0.15 0.18
H 2.189643 -1.480855 0.981073 -0.06 -0.13 -0.11 0.19
H -0.490456 0.994134 -0.615943 0.04 0.22 -0.27 0.21
H -0.443814 -0.746633 1.283670 -0.65 0.06 -0.52 0.15
H -2.000953 0.217404 -0.194640 -0.31 0.08 -0.29 0.16
H 1.781636 0.726662 -0.857135 -0.06 -0.21 -0.55 0.36

---

Record 3
24
Properties=species:S:1:pos:R:3:forces:R:3:nbo_charge:R:1 method="wB97M-V/def2-TZVPD" orbital_gap_ev=9.140
O 0.558845 2.480558 0.842147 0.86 0.89 -2.02 -0.96
O 0.599181 2.412539 -1.879028 0.50 1.23 -1.86 -0.96
N -2.119724 0.815939 -0.449891 -1.49 2.68 1.44 -0.89
N 1.817027 -2.662406 0.738946 0.70 -0.83 -0.07 -0.84
C -0.943303 -1.316625 -0.319048 -0.44 -1.70 0.95 -0.42
C -0.328200 -1.468115 1.148421 -1.15 -1.27 -1.63 -0.41
C 1.189593 -1.441052 1.139591 0.41 2.00 0.72 -0.23
C -0.929584 0.112970 -0.899629 0.89 0.69 -0.96 -0.24
H -0.152974 1.856702 0.881788 -0.73 -0.56 0.31 0.46
H -1.153359 0.125045 -2.020077 1.23 -0.43 1.20 0.20
H -2.019956 -1.558417 -0.153513 0.55 0.09 -0.51 0.21
H -2.417569 0.701293 0.554209 0.82 0.17 -1.44 0.36
H 0.615827 2.620293 -0.165412 -0.47 -0.06 2.45 0.47
H -0.687622 -0.649612 1.701628 -0.46 1.38 0.83 0.19
H 0.044094 0.735813 -0.675344 -1.76 -1.96 -0.61 0.19
H -0.555641 -2.196245 -0.965100 -0.35 1.81 0.64 0.20
H 1.477706 -1.027655 2.177997 0.24 -1.15 -1.51 0.20
H 1.608319 -0.662986 0.407279 -1.08 -0.60 1.03 0.19
H 1.533182 2.623223 -1.653999 -0.69 -0.09 -0.85 0.49
H -0.839418 -2.372735 1.688402 1.40 1.23 -1.08 0.20
H -2.153311 1.880086 -0.692178 0.35 -2.76 0.66 0.37
H 1.276821 -3.162436 0.044892 -0.06 0.19 -0.11 0.35
H 1.973203 -3.311482 1.483718 0.00 -0.21 0.52 0.36
H 0.374328 2.856541 -2.758637 0.74 -0.77 1.91 0.50

---

Record 4
24
Properties=species:S:1:pos:R:3:forces:R:3:nbo_charge:R:1 method="wB97M-V/def2-TZVPD" orbital_gap_ev=9.818
O 3.166704 -0.140852 0.046865 0.29 -0.22 0.06 -0.95
O -2.503210 2.878200 -1.829400 0.21 -0.30 -0.03 -0.93
N 0.305911 1.882574 0.969155 -0.07 -0.60 0.23 -0.81
N 0.734236 -0.989312 -1.056046 -0.32 0.07 -0.33 -0.86
C 0.207238 0.574651 1.638330 0.99 0.49 0.65 -0.23
C -1.087146 -2.503334 -0.377339 1.13 0.00 -1.06 -0.61
C -0.659322 -0.492610 0.993163 -0.36 -0.15 -0.11 -0.43
C 0.004289 -1.543025 0.113544 0.02 -0.05 -0.64 -0.04
H -1.857329 -2.620388 0.367646 -0.31 -0.30 0.00 0.22
H 0.258234 -1.210323 -1.923592 -0.03 -0.22 0.07 0.35
H -0.626917 -3.452299 -0.679038 -0.27 -0.07 0.41 0.22
H -1.819473 2.239629 -2.076949 -0.18 0.24 0.04 0.47
H -1.424116 -0.023493 0.354914 0.04 0.13 0.19 0.19
H 3.156999 -0.576771 0.905120 0.11 0.10 -0.01 0.46
H 0.287358 1.746439 -0.031070 0.06 0.28 -0.11 0.33
H 0.767205 0.021122 -1.051553 0.24 0.06 0.30 0.36
H -1.463274 -2.112788 -1.334314 -0.52 0.09 0.47 0.20
H 2.822924 -0.817620 -0.556649 -0.20 0.22 0.04 0.49
H -1.219616 -1.036924 1.760458 0.10 0.05 0.06 0.21
H 0.754821 -2.133798 0.641337 -0.10 0.13 0.54 0.18
H -0.502110 2.433309 1.222374 -0.11 0.13 -0.22 0.36
H -0.082554 0.784765 2.665231 -0.64 0.02 0.04 0.20
H 1.223450 0.208796 1.839097 -0.05 -0.16 -0.60 0.19
H -3.274705 2.334497 -1.640755 -0.03 0.05 0.00 0.47

---

Record 5
24
Properties=species:S:1:pos:R:3:forces:R:3:nbo_charge:R:1 method="wB97M-V/def2-TZVPD" orbital_gap_ev=9.730
O 0.564209 -0.349931 -2.900939 1.21 -1.07 0.55 -0.93
O -0.516256 2.998959 -1.164656 0.75 0.86 0.67 -0.95
N 1.800005 -0.524812 1.055204 0.52 -0.95 0.44 -0.84
N -0.598964 0.781330 0.830755 -0.51 -0.21 0.36 -0.67
C -1.895045 1.519132 1.109559 0.24 -2.83 -1.76 -0.43
C 0.791306 -2.696884 0.229714 -1.05 0.49 0.78 -0.63
C 0.660166 -1.431300 1.140454 -1.26 1.37 -2.03 -0.03
C -0.693404 -0.668981 0.521113 0.20 -0.01 3.15 -0.25
H 1.746089 0.375256 1.543138 -0.10 -0.77 -0.51 0.37
H 1.681723 -3.319398 0.478484 -0.67 0.48 -0.59 0.23
H -2.147570 1.447021 2.165846 -0.38 0.30 -0.15 0.19
H -1.769270 2.470759 0.665926 -0.05 1.37 0.44 0.23
H 0.624424 -2.385203 -0.838599 0.96 -0.39 0.87 0.21
H 2.029565 -0.413191 0.091695 0.39 0.58 -0.49 0.35
H -0.160850 -3.253919 0.431606 0.96 0.01 -0.02 0.22
H -0.345285 2.151760 -0.766067 0.62 -0.81 1.00 0.48
H -2.678816 1.038737 0.415761 0.85 0.47 1.41 0.19
H 0.026854 0.861846 1.635281 -0.62 0.30 -0.34 0.34
H -0.972185 -0.760159 -0.504619 0.78 -0.42 -1.14 0.19
H -1.553660 -1.160626 1.018546 0.14 0.30 0.26 0.16
H 0.560905 -1.663695 2.216019 -0.54 -0.11 -0.60 0.20
H 1.019733 -1.109269 -3.336836 -0.63 0.87 0.24 0.47
H 1.038658 -0.324462 -2.038182 -0.62 0.24 -0.79 0.46
H -1.069366 2.724890 -1.859992 -1.19 -0.06 -1.75 0.46

---

Record 6
24
Properties=species:S:1:pos:R:3:forces:R:3:nbo_charge:R:1 method="wB97M-V/def2-TZVPD" orbital_gap_ev=8.822
O -1.782502 -1.825584 0.205531 -1.37 -2.21 -0.94 -0.93
O -1.321179 0.735547 1.772864 -0.21 0.55 -0.04 -0.94
N -1.341608 1.413525 -2.281141 0.32 -0.36 1.89 -0.85
N 1.192307 -0.458964 -0.349650 -0.15 0.53 -0.13 -0.66
C -0.783434 0.692222 -1.025980 0.76 0.59 -3.81 -0.23
C 2.035578 -0.832837 1.966002 -1.21 -0.93 1.37 -0.62
C 0.733762 0.559818 -1.346875 -1.14 -1.75 2.43 -0.22
C 1.892046 0.109279 0.797882 2.22 -0.53 -1.10 -0.23
H 1.861105 -1.945577 1.767040 -0.22 1.64 0.01 0.21
H 2.984563 0.235795 0.586148 -0.63 0.79 -0.71 0.15
H -0.998432 -0.070711 1.347110 -0.14 -0.09 0.08 0.49
H 3.052236 -0.798825 2.342115 0.11 0.14 0.24 0.20
H -1.224994 -0.356872 -1.078824 0.61 1.91 1.26 0.23
H -1.673596 0.631865 -2.830816 -0.40 0.39 -0.37 0.34
H -0.881352 1.357726 -0.143149 0.13 -0.88 -1.54 0.16
H 1.495954 1.105211 1.060020 -0.13 -0.66 -0.03 0.20
H -2.135587 1.935039 -1.931471 -0.36 0.00 -0.56 0.35
H -1.514675 1.312090 1.003446 -0.27 -0.73 1.64 0.45
H 1.255733 1.495230 -1.151425 0.08 0.10 -0.75 0.19
H -2.662870 -2.240363 0.018622 0.40 1.06 0.79 0.47
H 0.828505 0.108463 -2.327336 0.25 0.52 -0.34 0.19
H 1.362668 -0.433417 2.756453 0.31 -0.96 -0.13 0.22
H 1.699052 -1.211940 -0.799595 0.25 0.25 0.29 0.36
H -1.301148 -2.509607 -0.296223 0.79 0.63 0.44 0.47

---

Record 7
24
Properties=species:S:1:pos:R:3:forces:R:3:nbo_charge:R:1 method="wB97M-V/def2-TZVPD" s2=0.7533 orbital_gap_ev="4.755 / 9.357" total_charge=+1 multiplicity=2
O -2.336536 0.234262 -1.810069 0.23 -0.37 -0.30 -0.97
O -1.775626 0.463524 1.222392 -0.89 -0.38 0.36 -0.97
N 0.620347 1.556475 0.028544 -0.15 -2.06 0.68 -0.61
N -0.368883 -1.929084 -0.373215 -0.10 -0.89 -0.20 -0.69
C 1.673519 0.543883 0.121944 -0.91 2.32 -0.72 -0.23
C 1.255219 -0.594588 1.078337 1.18 -0.11 -1.82 -0.46
C 1.025678 -1.840087 0.253757 0.09 -1.40 0.55 -0.21
C 0.858257 2.856293 -0.179439 0.12 2.07 -0.39 -0.32
H -2.279247 0.320058 -2.777027 0.13 0.16 0.38 0.50
H -0.992427 -2.389085 0.292645 -0.08 0.48 0.24 0.44
H 2.189986 -0.743555 1.638429 -0.86 -0.38 0.57 0.26
H 0.053419 3.577874 -0.148129 -0.09 -0.31 0.04 0.19
H 1.786915 -2.031427 -0.501102 -0.26 0.59 -0.37 0.23
H -3.222130 -0.113946 -1.678631 -0.25 -0.01 0.05 0.48
H 1.838778 0.290174 -0.953280 0.55 -0.79 0.84 0.18
H 2.559859 1.093526 0.492266 -0.21 -0.56 -0.17 0.22
H -2.614229 0.738190 0.826057 0.21 0.11 -0.20 0.49
H 1.087608 -2.766788 0.840469 -0.24 0.30 0.21 0.22
H -2.014633 0.395948 2.160427 0.32 0.08 -0.13 0.50
H 1.823441 3.241862 -0.481024 0.05 -0.45 0.07 0.18
H 0.344161 -0.381295 1.636845 0.57 0.27 0.38 0.24
H -0.348655 -2.614440 -1.134566 0.15 0.34 -0.19 0.44
H -0.306077 1.178837 0.162841 0.08 0.72 0.05 0.40
H -0.858737 -1.086618 -0.718461 0.39 0.28 0.09 0.48

---

Record 8
24
Properties=species:S:1:pos:R:3:forces:R:3:nbo_charge:R:1 method="wB97M-V/def2-TZVPD" orbital_gap_ev=9.864 total_charge=+2
O 3.207107 0.893344 -0.463386 0.72 -0.83 -2.21 -0.98
O 2.678727 3.307734 -1.375422 -0.59 3.96 -0.48 -0.99
N -3.483988 -0.831567 1.540191 1.27 -0.35 2.07 -0.71
N 1.148994 -0.637957 -0.353939 -0.78 -2.01 2.58 -0.44
C -2.754736 -0.813400 0.203665 -0.66 0.51 -3.02 -0.27
C -1.360074 -0.091556 0.207608 1.19 -0.99 0.09 -0.45
C 2.085859 -1.309304 0.292800 1.76 2.49 -2.40 0.13
C -0.257825 -1.201785 -0.226442 -0.68 1.30 -3.97 -0.25
H 3.141819 3.535219 -2.211067 -0.13 -0.61 0.42 0.49
H -0.589627 -1.513804 -1.310012 0.84 0.74 1.66 0.24
H -3.432898 -0.314952 -0.556161 0.64 -0.15 1.21 0.27
H 1.274629 0.338456 -0.762736 0.82 -1.69 0.48 0.50
H -2.663432 -1.839148 -0.340219 -0.27 1.27 1.95 0.27
H 3.585372 1.239107 -1.300558 -0.26 -0.58 0.47 0.51
H -4.495277 -1.091331 1.561106 0.85 -0.35 -0.58 0.48
H 2.019153 -2.220349 0.881257 -1.09 0.02 -0.24 0.24
H 3.244015 1.679002 0.024835 -0.01 2.01 1.53 0.50
H -2.918270 -1.520450 2.166037 -1.59 1.40 -0.89 0.46
H -1.009958 0.229242 1.177379 -0.47 0.06 0.78 0.23
H -0.140855 -2.198410 0.203979 -0.56 0.54 0.99 0.24
H 2.374104 4.290945 -1.178007 0.68 -2.99 -0.08 0.50
H -1.311676 0.899855 -0.380715 -0.19 -1.99 0.30 0.28
H 3.165095 -0.937762 0.137787 -1.99 -0.39 0.46 0.30
H -3.506258 0.108871 2.062019 0.51 -1.37 -1.13 0.47

---

Record 9
25
Properties=species:S:1:pos:R:3:forces:R:3:nbo_charge:R:1 method="wB97M-V/def2-TZVPD" orbital_gap_ev=8.661
O 0.490569 2.538800 2.481846 0.29 0.63 0.19 -0.96
O 0.339384 2.637191 -1.701152 0.23 0.05 0.08 -0.94
O -1.903339 1.252993 1.335893 0.12 0.85 -0.26 -0.95
N 2.005178 -2.139105 1.688380 -0.10 0.67 -0.51 -0.82
N -0.837050 -0.428445 -3.029513 0.13 -0.44 1.06 -0.83
C 1.327859 -1.390039 0.628088 -0.29 -0.38 -0.79 -0.22
C -0.200629 -1.592921 0.538754 0.67 -0.36 -0.76 -0.43
C -0.239172 -0.771082 -1.828400 -0.01 0.55 -0.41 0.01
C -0.816067 -1.444397 -0.845473 -0.03 0.42 1.35 -0.32
H -0.327268 0.159903 -3.655846 -0.18 -0.26 -0.43 0.40
H -2.083217 0.416250 1.729575 -0.21 -0.97 0.61 0.47
H -0.425672 2.272880 2.358106 0.06 -0.39 -0.27 0.49
H 1.652269 -3.082313 1.607263 0.13 -0.15 0.55 0.35
H 0.262306 2.040780 -0.953709 -0.27 -0.29 0.15 0.47
H 1.069299 1.783260 2.370529 -0.29 -0.23 -0.04 0.46
H 0.961064 3.287936 -1.359503 0.00 0.20 -0.17 0.47
H -0.415176 -2.621314 0.841629 -0.10 0.16 0.52 0.20
H 1.543547 -0.320570 0.647839 0.24 -0.02 0.33 0.18
H -0.630876 -0.850838 1.204344 -0.42 -0.32 0.34 0.19
H 1.815591 -1.746533 2.600959 -0.17 -0.29 0.07 0.35
H -1.869143 -1.711315 -0.859233 0.00 -0.12 -0.44 0.19
H 1.742492 -1.747330 -0.317376 0.16 -0.01 -0.01 0.18
H -1.549308 -1.082530 -3.289378 -0.13 0.38 -0.82 0.39
H -2.373357 1.209552 0.501621 -0.01 0.20 -0.32 0.49
H 0.766029 -0.400244 -1.704148 0.19 0.12 -0.02 0.19

---

Record 10
26
Properties=species:S:1:pos:R:3:forces:R:3:nbo_charge:R:1 method="wB97M-V/def2-TZVPD" s2=0.7506 orbital_gap_ev="2.901 / 9.463" total_charge=-1 multiplicity=2
O 0.888350 2.933344 0.989459 -0.21 -0.21 0.34 -0.98
O -0.149145 0.656424 -2.698226 -0.41 1.72 -1.19 -1.00
O -3.240443 0.578738 0.694327 -0.16 -0.16 -0.23 -0.64
O 2.436468 1.206026 -0.562044 -0.23 0.06 0.96 -1.37
N 1.238925 -1.606698 -1.346531 0.70 -0.39 -0.24 -0.95
N -1.032696 0.294396 1.106285 -0.96 -0.44 -0.56 -0.63
C 0.108334 -0.512052 1.524350 0.27 0.43 -0.19 -0.28
C -2.267403 -0.149908 0.756844 0.45 0.39 0.50 0.52
C 0.232391 -1.934425 1.013338 -0.95 0.09 -2.19 -0.45
C 0.126800 -2.085645 -0.543136 0.01 1.09 0.56 -0.24
H 1.763327 -0.852526 -0.904880 -0.34 -0.03 0.10 0.36
H 1.751647 0.906429 -1.179917 0.56 0.16 -0.76 0.44
H -1.029667 1.301604 1.226684 0.53 -0.06 0.27 0.42
H -0.602308 -2.575546 1.274048 0.16 -0.28 1.19 0.19
H 0.092040 -0.178041 -3.099828 0.20 -0.56 1.13 0.49
H -2.308863 -1.218984 0.526210 -0.14 -0.18 0.05 0.10
H 0.988636 0.009092 1.134144 0.12 0.11 0.46 0.22
H -0.130450 -3.110491 -0.810040 0.23 -0.07 0.03 0.18
H 1.220210 -2.246963 1.297042 0.22 -0.70 0.57 0.22
H 1.968052 -2.305106 -1.477424 -0.26 -0.21 0.04 0.34
H -0.745779 -1.481380 -0.807427 -0.05 -0.18 -0.29 0.17
H 0.778380 2.368763 0.214542 0.01 0.26 -0.33 0.46
H 1.732063 2.571543 1.293448 0.13 0.19 0.06 0.47
H 3.345248 1.071346 -0.908279 -0.19 -0.17 -0.40 0.32
H 0.128318 -0.546488 2.617979 0.24 0.13 -0.01 0.18
H -0.298822 0.705460 -1.753599 0.08 -0.99 0.13 0.46